Model A:
Entry from OMol25: an isolated ion of composition C5H8N3 and charge +1 (ωB97M-V with the def2-TZVPD basis set).

Computed properties:
E_LUMO ... -4.88 eV
SMILES string ... C[C@]12C=N[NH+]=CN1C2
Kohn-Sham gap ... 0.357 Ha

```
! wB97M-V def2-TZVPD RIJCOSX def2/J DEFGRID3
* xyz 1 1
C -0.92083 -0.04088 -1.44705
C -1.42325 0.99457 1.09728
C -0.09771 -1.21191 0.98748
C 0.13590 -0.40787 -0.24346
C 1.58444 -0.05683 -0.65938
N -1.64506 0.97047 -1.21978
N -0.37587 0.22995 0.98364
N -1.81519 1.59013 -0.02611
H -0.81724 -0.61910 -2.34305
H -1.81714 1.15956 2.03290
H -0.88945 -1.81866 1.20167
H 0.68035 -1.66428 1.66985
H 1.79553 0.83617 -1.27308
H 1.87521 -0.88305 -1.31643
H 2.07122 0.17129 0.33847
H -2.46847 2.32681 0.14370
*
```

natural (NBO) atomic charge list, values in e, 4 entries: number 1, C, carries 0.136; number 2, C, carries 0.392; number 3, C, carries -0.206; number 4, C, carries 0.071



Model B:
Entry from OMol25: an isolated ion of composition C5H8N3 and charge +1 (ωB97M-V with the def2-TZVPD basis set).

Computed properties:
E_LUMO ... -4.27 eV
SMILES string ... CC[N+](C)(C#N)C#N
Kohn-Sham gap ... 0.471 Ha

```
! wB97M-V def2-TZVPD RIJCOSX def2/J DEFGRID3
* xyz 1 1
C 1.09326 -1.15475 0.23004
C 0.98231 1.11112 -0.36612
C -0.95972 -0.50070 -1.69289
C 0.47465 0.45166 1.87692
C -0.99675 -0.00402 -0.31185
N 1.82098 -1.99910 0.34797
N 1.36657 2.00694 -0.96808
N 0.34181 0.06785 0.36405
H -0.67639 -1.63627 -1.74922
H -2.02927 -0.48761 -2.15024
H -0.19335 0.02738 -2.32558
H 1.49981 0.06176 2.08940
H 0.61240 1.60888 2.14839
H -0.15063 -0.02988 2.59314
H -1.72598 -0.55094 0.29285
H -1.45969 1.02770 -0.37879
*
```

natural (NBO) atomic charge list, values in e, 4 entries: number 1, C, carries 0.354; number 2, C, carries 0.353; number 3, C, carries -0.677; number 4, C, carries -0.417



Model C:
Entry from OMol25: an isolated ion of composition C5H8N3 and charge +1 (ωB97M-V with the def2-TZVPD basis set).

Computed properties:
E_LUMO (alpha / beta) ... -7.47 / -7.47 eV
SMILES string ... CC1=NC[C@@H]2C[N+]2=N1
Kohn-Sham gap (alpha / beta) ... 0.282 / 0.282 Ha

```
! wB97M-V def2-TZVPD RIJCOSX def2/J DEFGRID3
* xyz 1 1
C 0.76491 -0.23966 -0.93993
C 0.20393 0.34892 1.34656
C -2.22448 -0.48334 0.74372
C -1.26873 0.61095 0.93402
C 1.79814 -0.36836 -1.93916
N 1.08925 0.02811 0.26553
N -0.56730 -0.46472 -1.14727
N -1.47336 0.09660 -0.36934
H 0.75412 1.17299 1.76958
H 0.29450 -0.43891 1.97766
H -1.88443 -1.49112 0.95054
H -3.19435 -0.26840 0.82467
H -1.59444 1.63825 1.22448
H 1.38700 0.08532 -2.77929
H 2.05051 -1.40037 -2.18960
H 2.68493 0.17555 -1.39918
*
```

natural (NBO) atomic charge list, values in e, 4 entries: number 1, C, carries 0.327; number 2, C, carries -0.284; number 3, C, carries -0.162; number 4, C, carries -0.105



Relative to the most stable one, in eV, the structures come out at model A 0.000; model B 1.440; model C 1.654.



Model A:
Entry from OMol25: C28H35N4O4ReSSb2 as an isolated structure (ωB97M-V with the def2-TZVPD basis set).

Computed properties:
E_LUMO (alpha / beta) ... -11.13 / -10.87 eV
Kohn-Sham gap (alpha / beta) ... 0.122 / 0.132 Ha
Expectation value of S² ... 0.772

```
! wB97M-V def2-TZVPD RIJCOSX def2/J DEFGRID3
* xyz 3 2
Re -0.24137 0.75612 0.89357
C 3.63392 0.80956 3.05342
C 2.23952 0.62648 2.56785
N 1.68538 1.31479 1.62635
N 2.27946 2.45444 1.12350
C 1.44431 3.43551 0.76162
N 1.91479 4.61779 0.43954
S -0.26682 3.13416 0.70739
C 1.31513 -0.32179 3.20575
C 1.69571 -1.12734 4.25029
C 0.75430 -1.96080 4.84894
C -0.54355 -1.93725 4.38421
C -0.86304 -1.09045 3.33409
N 0.03105 -0.28799 2.74383
H 4.26773 1.34243 2.34875
H 4.09207 -0.16364 3.22842
H 3.63789 1.35050 4.00513
H 3.26552 2.61572 1.25792
H 2.88816 4.87324 0.52643
H 1.27855 5.34321 0.13906
H 2.71858 -1.12103 4.60512
H 1.04343 -2.61679 5.66150
H -1.31033 -2.56349 4.82050
H -1.87175 -1.06867 2.95565
C -1.76789 -1.04953 -2.34102
Sb -0.71461 0.71076 -1.81466
C 0.83568 0.65234 -3.26611
C -2.00673 2.30527 -2.53663
C -3.36342 1.73287 -2.81134
C -3.70139 1.38065 -4.11604
C -4.91269 0.77349 -4.40861
C -5.80039 0.49506 -3.38373
C -5.48283 0.86103 -2.08483
C -4.27838 1.49113 -1.78049
C -4.03686 1.95741 -0.37154
Sb -2.91074 0.65108 0.93691
C -3.98536 -1.17891 0.81975
C -3.54443 1.50402 2.78196
H -2.39944 -0.82237 -3.19881
H -2.37592 -1.41094 -1.51656
H -1.03158 -1.80767 -2.60389
H 0.32016 0.60212 -4.22778
H 1.43554 -0.24668 -3.12759
H 1.46141 1.54283 -3.22866
H -1.52109 2.65884 -3.44625
H -1.99387 3.09993 -1.79337
H -3.00568 1.60470 -4.91934
H -5.16422 0.52480 -5.43169
H -6.74680 0.01525 -3.59912
H -6.20373 0.68423 -1.29017
H -4.98064 2.03994 0.16723
H -3.53271 2.92223 -0.31750
H -4.81259 -1.11636 1.52785
H -3.34653 -2.02588 1.06450
H -4.37948 -1.29208 -0.19040
H -4.59897 1.76256 2.68308
H -2.96857 2.40433 2.98917
H -3.42573 0.80095 3.60589
O 1.07485 -2.63534 1.40336
C 1.39233 -1.87891 0.51708
O 0.57848 -0.94300 0.00862
C 2.70853 -2.03729 -0.18155
C 3.23241 -1.01277 -1.00063
C 4.46627 -1.12843 -1.62649
C 5.14837 -2.30970 -1.40423
O 6.33378 -2.67405 -1.87195
C 6.61465 -3.98999 -1.35841
O 5.49603 -4.34294 -0.53318
C 4.63080 -3.33134 -0.57993
C 3.41598 -3.21610 0.05105
H 2.64202 -0.11782 -1.14180
H 4.87238 -0.36207 -2.27522
H 7.52456 -3.96727 -0.76526
H 6.71281 -4.69607 -2.17847
H 3.00754 -3.99903 0.67798
*
```

Mulliken atomic charge list, values in e, 4 entries: number 1, Re, carries 1.493; number 2, C, carries -1.825; number 3, C, carries 0.853; number 4, N, carries 0.404



Model B:
Entry from OMol25: C28H35N4O4ReSSb2 as an isolated structure (ωB97M-V with the def2-TZVPD basis set).

Computed properties:
E_LUMO (alpha / beta) ... -9.91 / -10.89 eV
Kohn-Sham gap (alpha / beta) ... 0.181 / 0.144 Ha
Expectation value of S² ... 0.774

```
! wB97M-V def2-TZVPD RIJCOSX def2/J DEFGRID3
* xyz 3 2
Re 1.43208 -0.12163 -0.64277
C 5.24632 -0.87592 -2.65750
C 3.95837 -0.99865 -1.92898
N 3.11768 -0.00935 -1.77485
N 3.48646 1.26723 -2.16454
C 3.44568 2.22645 -1.21307
N 3.95965 3.41546 -1.45062
S 2.73510 1.83258 0.28783
C 3.55896 -2.15439 -1.15245
C 4.23013 -3.37270 -1.14383
C 3.84317 -4.36116 -0.25666
C 2.78425 -4.09795 0.60606
C 2.14233 -2.88004 0.52787
N 2.49972 -1.90521 -0.32441
H 5.10829 -0.40377 -3.63029
H 5.71103 -1.84321 -2.81602
H 5.94906 -0.26967 -2.07873
H 4.03019 1.37762 -3.01229
H 4.39378 3.66468 -2.32845
H 3.93082 4.12404 -0.73203
H 5.04988 -3.54362 -1.82546
H 4.35401 -5.31337 -0.23267
H 2.46423 -4.83720 1.32561
H 1.30765 -2.64573 1.17409
C 2.91344 -0.03811 3.42153
Sb 1.28225 -0.09167 2.00567
C 0.38774 1.77523 2.57375
C -0.22022 -1.64898 2.79967
C -1.58879 -1.21299 2.54066
C -2.24137 -0.36544 3.44927
C -3.54876 0.02769 3.24942
C -4.21890 -0.39356 2.09585
C -3.57188 -1.21683 1.18945
C -2.26402 -1.64581 1.40394
C -1.62708 -2.61377 0.50815
Sb -0.72132 -1.69331 -1.24931
C -2.37594 -0.75023 -2.21432
C -0.46942 -3.45693 -2.42921
H 2.54801 0.37734 4.35780
H 3.68840 0.61020 3.01797
H 3.32451 -1.03094 3.58119
H 0.26481 1.77855 3.65549
H -0.57153 1.90687 2.08171
H 1.07034 2.57378 2.28914
H 0.05736 -1.62676 3.85134
H 0.08793 -2.57836 2.33511
H -1.71400 -0.06970 4.34764
H -4.05355 0.64068 3.98172
H -5.24295 -0.09368 1.92233
H -4.10655 -1.57435 0.31745
H -2.35958 -3.28370 0.05697
H -0.85773 -3.22674 0.97398
H -2.94838 -1.52664 -2.71888
H -2.02080 -0.02833 -2.94708
H -2.99254 -0.24123 -1.47683
H -1.37170 -4.05730 -2.34258
H 0.38032 -4.03863 -2.07962
H -0.32465 -3.19982 -3.47554
O 0.31038 1.47487 -1.40765
C -0.63541 1.49239 -0.55039
O -0.56197 0.61917 0.38128
C -1.75736 2.40546 -0.70717
C -1.63829 3.42599 -1.65779
C -2.68851 4.27973 -1.94680
C -3.86312 4.07233 -1.24814
O -5.01841 4.72937 -1.34739
C -5.91698 4.16181 -0.40455
O -5.24008 3.08036 0.22651
C -3.98808 3.05138 -0.27958
C -2.95136 2.20785 0.01265
H -0.69945 3.53495 -2.18088
H -2.61542 5.06387 -2.68451
H -6.81837 3.80864 -0.91431
H -6.19790 4.91651 0.33745
H -3.05197 1.41431 0.74161
*
```

Mulliken atomic charge list, values in e, 4 entries: number 1, Re, carries 1.028; number 2, C, carries -1.634; number 3, C, carries 0.909; number 4, N, carries 0.114



Relative to the most stable one, in eV, the structures come out at model A 0.285; model B 0.000.



Model A:
Entry from OMol25: a 4-piece molecular cluster, CH10N2O4 overall (ωB97M-V with the def2-TZVPD basis set).

Computed properties:
E_LUMO ... 0.43 eV
SMILES string ... NC(N)=O.O.O.O
Kohn-Sham gap ... 0.396 Ha

```
! wB97M-V def2-TZVPD RIJCOSX def2/J DEFGRID3
* xyz 0 1
C 2.28868 2.40370 0.07933
O 3.19766 3.09585 -0.26926
N 2.40235 0.98325 0.21121
N 0.97809 2.74156 0.16583
H 1.94004 0.51333 0.94962
H 3.35429 0.77317 -0.00204
H 0.56633 3.65717 0.00467
H 0.29015 2.07674 0.02146
O -0.34394 -0.98686 0.12479
H 0.53409 -0.83379 -0.27977
H -0.90940 -0.24748 -0.02331
O -3.24931 -0.96783 0.05703
H -2.78035 -1.66883 -0.40621
H -4.12866 -0.88793 -0.34230
O -1.55525 -3.50169 0.17721
H -0.97702 -2.81391 -0.15613
H -1.60776 -4.33647 -0.31211
*
```

natural (NBO) atomic charge list, values in e, 4 entries: number 1, C, carries 0.784; number 2, O, carries -0.609; number 3, N, carries -0.899; number 4, N, carries -0.843



Model B:
Entry from OMol25: a 4-piece molecular cluster, CH10N2O4 overall (ωB97M-V with the def2-TZVPD basis set).

Computed properties:
E_LUMO ... 0.61 eV
SMILES string ... NC(N)=O.O.O.O
Kohn-Sham gap ... 0.383 Ha

```
! wB97M-V def2-TZVPD RIJCOSX def2/J DEFGRID3
* xyz 0 1
C 1.40364 1.47567 1.43912
O 1.18985 1.93930 0.26223
N 1.58857 2.15486 2.53418
N 1.47580 0.21834 1.61680
H 1.83844 1.66649 3.38221
H 1.57656 3.16470 2.54711
H 1.67370 -0.18716 2.52040
H 1.18017 -0.30214 0.80329
O -0.92353 1.09122 -1.83241
H -1.60863 1.61302 -1.41456
H -0.15544 1.21244 -1.27422
O -2.87369 -3.11013 -2.62996
H -2.23308 -3.77573 -2.37931
H -2.59947 -2.82992 -3.50319
O -0.25114 -1.44052 -0.39894
H -0.85898 -0.74485 -0.64959
H -0.42276 -2.14559 -1.02315
*
```

natural (NBO) atomic charge list, values in e, 4 entries: number 1, C, carries 0.752; number 2, O, carries -0.751; number 3, N, carries -0.812; number 4, N, carries -0.807



Relative to the most stable one, in eV, the structures come out at model A 0.123; model B 0.000.